ORCA calculation (the ωB97M-V functional and the def2-TZVPD basis) on a single C9H10O5 molecule.

Properties
- relative energy (zero: lowest compared OMol25 entry of this formula, charge and spin) (eV) = 4.826
- Kohn-Sham gap (Eh) = 0.3146
- structure (SMILES) = O/C=C1\C=CC=CC12C(O)(O)C2(O)O
- highest occupied orbital energy (eV) = -8.045
- energy (Ha) = -724.999592

XYZ file:
```
24
Properties=species:S:1:pos:R:3:forces:R:3
O -2.98055 1.09897 -1.56407 1.8636 -0.0113 0.4939
C -2.18159 0.48265 -0.60692 0.3005 -1.5741 1.0857
C -0.81228 0.48390 -0.59231 -1.4413 0.9668 -1.1885
C -0.10318 1.19171 -1.65635 0.5151 2.0300 -1.4857
C 0.98519 0.66268 -2.26508 -0.1324 -1.9443 1.6071
C 1.28500 -0.84275 -1.95373 -1.1562 2.4429 -0.0985
C 0.88617 -1.30491 -0.76637 -0.6642 0.6603 0.4768
C 0.14189 -0.31542 0.22819 0.5919 -0.5609 -0.5939
C -0.04712 -0.66432 1.67712 -1.4269 -0.6486 0.9532
O 0.13211 -1.99286 1.96140 4.3437 2.1397 2.8030
O -1.12690 -0.15409 2.48370 1.5001 1.4406 0.2821
C 1.11579 0.22714 1.41099 -2.2011 0.0216 -1.9297
O 2.39089 -0.23690 1.32153 -0.2713 1.6388 -1.3404
O 0.82610 1.51009 1.85686 0.8122 -0.0368 0.4470
H -3.91796 0.91399 -1.52045 -0.0177 -0.3641 0.6148
H -2.66288 -0.18934 0.15313 0.0089 1.0208 -0.7648
H -0.47841 2.23655 -1.96843 0.7464 -1.6239 0.6436
H 1.74365 1.24862 -2.75661 -0.3317 0.0625 -0.7673
H 1.57014 -1.49911 -2.77847 0.4109 0.2255 0.4431
H 1.03169 -2.36396 -0.59357 -0.2422 0.0313 0.5837
H -0.49292 -2.50439 1.58696 -3.4019 -2.4529 -2.1175
H -0.78709 0.59039 3.10621 -0.6050 -1.8590 -1.9034
H 2.55489 -0.75314 2.06894 0.6551 -1.3923 1.9541
H 0.92738 2.17450 1.16734 0.1436 -0.2126 -0.1986
```
Forces are in eV/Å.

Löwdin population analysis, charges in e, atoms 1 to 8: 0.01 -0.08 -0.18 -0.08 -0.05 -0.06 -0.01 -0.13